Entry from the OMol25 dataset: a structure of composition C32H67F12MgN3O21S4 (ωB97M-V/def2-TZVPD).

Cartesian coordinates (Å):
Mg 1.13205 1.45997 2.73795
C -1.07879 -0.92884 5.22049
F -2.40536 -0.92943 5.16135
F -0.65836 0.20396 5.73050
F -0.73157 -1.92245 6.05494
S -0.26023 -1.21995 3.39943
O 1.11217 -1.54536 3.68369
O -1.01366 -2.31404 2.76634
N -0.33050 0.34314 2.66651
S -1.75405 0.17008 1.96400
O -1.67860 -0.73570 0.82110
O -2.84541 0.01980 2.91559
C -2.04442 1.83034 1.14752
F -3.08042 2.41660 1.80342
F -0.90497 2.47325 1.31493
F -2.19479 1.62858 -0.17933
C 1.64278 5.57590 2.25112
F 1.25419 6.73495 2.80745
F 0.71575 4.91725 1.56603
F 2.75586 5.85009 1.50315
S 1.97970 4.41612 3.73790
O 3.26818 3.70889 3.53947
O 1.86898 5.20655 4.96996
N 0.85079 3.03767 3.70645
S -0.41466 3.58762 4.55328
O -0.75471 5.00379 4.47551
O -1.48735 2.64749 4.33886
C 0.04054 3.37699 6.40852
F 0.13617 4.55729 7.05511
F -0.86967 2.59345 7.04198
F 1.29799 2.76457 6.47984
C -3.75261 -3.42857 6.56394
O -4.92523 -2.74043 6.21714
C -5.84168 -3.28565 5.34780
C -5.21506 -3.45543 3.97174
O -4.60299 -4.76889 3.76524
C -3.78610 -4.81268 2.62950
C -4.57628 -4.98402 1.30808
O -5.07945 -3.85562 0.66099
C -4.19038 -2.80731 0.17823
H -3.17058 -2.70301 7.13218
H -3.15870 -3.80308 5.73021
H -4.02510 -4.31463 7.13730
H -6.73503 -2.66151 5.36960
H -6.22382 -4.26472 5.63676
H -4.53876 -2.60062 3.96587
H -5.99868 -3.36793 3.21915
H -3.19456 -5.71533 2.78250
H -3.04151 -4.01782 2.58613
H -5.36906 -5.70861 1.49401
H -3.97549 -5.52564 0.57747
H -4.79104 -1.96403 -0.16262
H -3.49142 -3.05398 -0.62097
H -3.62935 -2.35952 0.99850
C 6.75699 0.30146 -3.38276
O 5.43823 0.31529 -2.90342
C 4.59941 -0.65387 -3.50918
C 4.81546 -2.06653 -2.97627
O 4.57598 -2.30013 -1.57704
C 4.54382 -3.71911 -1.29622
C 4.55276 -3.93443 0.20378
O 3.26874 -3.67556 0.77428
C 3.16427 -3.76687 2.14944
H 6.71036 0.78412 -4.35896
H 7.32586 -0.61065 -3.56319
H 7.40853 0.92630 -2.77189
H 4.54047 -0.52509 -4.58994
H 3.59158 -0.36322 -3.21268
H 5.81798 -2.39207 -3.25392
H 4.10584 -2.67773 -3.53393
H 5.39606 -4.22871 -1.74577
H 3.59934 -3.94411 -1.79164
H 5.25941 -3.27994 0.71407
H 4.91153 -4.95266 0.35411
H 3.44262 -2.88939 2.73308
H 3.85072 -4.50659 2.56139
H 2.15502 -4.02182 2.47275
C 4.87917 4.37826 -0.24869
O 3.50690 4.06378 -0.38918
C 2.86399 4.45511 -1.54695
C 1.41864 3.84203 -1.69222
O 1.41753 2.43704 -1.67693
C 0.28691 1.78334 -2.20862
C 0.34141 0.23823 -2.17655
O 0.61337 -0.30376 -0.92209
C 1.03337 -1.65865 -0.89487
H 5.56350 3.96374 -0.98894
H 5.21271 4.14074 0.76148
H 4.93226 5.46683 -0.23140
H 3.44545 4.29092 -2.45417
H 2.60198 5.51098 -1.47921
H 0.91728 4.25898 -2.56566
H 0.81045 4.15231 -0.84256
H 0.19315 2.02690 -3.26691
H -0.66132 2.15517 -1.82041
H 1.14525 -0.19942 -2.76851
H -0.62729 -0.14191 -2.50091
H 1.96495 -1.92522 -1.39407
H 0.25505 -2.29731 -1.31251
H 1.11972 -1.91506 0.16102
C -3.10135 1.07191 -3.76116
O -2.04923 1.42062 -4.66711
C -2.42863 1.93555 -5.92879
C -3.02680 0.81626 -6.73792
O -3.29991 1.23046 -8.06528
C -3.85842 0.31357 -8.93006
C -5.17243 -0.39482 -8.40367
O -6.19103 0.54836 -8.02420
C -7.47200 0.09340 -7.80163
H -3.76467 0.34063 -4.22304
H -3.73397 1.86531 -3.36315
H -2.65368 0.69878 -2.84004
H -1.60962 2.39820 -6.47950
H -3.31372 2.55849 -5.79975
H -3.97846 0.43139 -6.37141
H -2.29619 0.00966 -6.79882
H -3.10506 -0.46528 -9.04811
H -4.08042 0.91230 -9.81343
H -4.94946 -1.12299 -7.62383
H -5.65528 -0.85509 -9.26571
H -7.30558 -0.64497 -7.01728
H -8.13138 -0.32019 -8.56469
H -8.07785 0.85225 -7.30646
C 3.96515 0.55779 -0.13101
C 2.99705 0.46011 1.03754
C 3.69665 0.37784 2.43963
O 2.61784 0.60926 3.35292
C 3.13701 0.50410 4.74636
N 2.06369 1.60144 0.98498
H 3.41569 0.26460 -1.02556
H 4.83614 -0.09287 -0.05274
H 4.19097 1.62117 -0.21053
H 2.54948 -0.53302 0.99913
H 4.40980 1.18515 2.60624
H 4.11121 -0.59402 2.70743
H 3.74359 -0.39963 4.80497
H 2.35157 0.33519 5.48301
H 3.75549 1.32408 5.11133
H 1.47511 1.45858 0.17674
H 2.63864 2.35485 0.63582

The LUMO energy comes out at 0.24 eV. The HOMO energy comes out at -8.5 eV. For the molar mass, the calculation gives 1210.44 g mol⁻¹. For the HOMO-LUMO gap, the calculation gives 8.7658 eV.

---

Entry from the OMol25 dataset: a cluster of 2 separate species, C4H5NOS in total (ωB97M-V/def2-TZVPD).

Cartesian coordinates (Å):
C 1.86950 -0.75511 0.40132
C 0.92091 0.33531 0.30108
C -1.32970 -0.26991 0.19918
C -2.00353 0.89751 -0.37356
N 2.32244 -1.33810 -0.64328
O -1.50013 -1.38548 0.40919
S 1.13559 1.90542 0.10858
H 2.05680 -0.93807 1.45706
H -2.95296 0.99956 0.13022
H -1.29630 1.85665 -0.16595
H -2.17656 0.75052 -1.51407
H 2.95395 -2.05830 -0.30976

The LUMO energy comes out at -0.05 eV. The HOMO energy comes out at -7.6 eV. The energy above the lowest of the compared OMol25 structures with the same formula, charge and spin comes out at 391.3 kJ/mol. For the molar mass, the calculation gives 115.16 g mol⁻¹. For the HOMO-LUMO gap, the calculation gives 7.5070 eV.

---

Entry from the OMol25 dataset: a cluster of 10 separate species, C65H120N5O20 in total (ωB97M-V/def2-TZVPD).

Cartesian coordinates (Å):
C -4.14854 2.65554 -1.42438
C -2.92325 3.56180 -1.51998
C -1.61557 2.84996 -1.76237
O -0.94301 3.81179 -2.62736
C -1.84333 4.61463 -3.20339
O -1.66191 5.31614 -4.17644
O -3.04347 4.44761 -2.61067
H -4.98687 3.20559 -1.02006
H -3.97458 1.78896 -0.76055
H -4.45156 2.22124 -2.38286
H -2.90787 4.17822 -0.65353
H -1.87671 2.01044 -2.40295
H -1.02294 2.58911 -0.88210
C -4.96581 -0.09266 1.20887
C -5.53968 -1.01252 2.27585
C -4.45709 -1.55644 3.22104
O -5.23637 -1.78162 4.38957
C -6.27265 -0.91098 4.34244
O -7.03461 -0.73084 5.25860
O -6.32477 -0.28404 3.19305
H -4.37654 -0.68030 0.51321
H -4.30320 0.58795 1.74891
H -5.76040 0.53068 0.82728
H -6.05260 -1.87426 1.85924
H -3.63665 -0.90783 3.28102
H -3.98549 -2.52284 2.91844
C 4.64216 3.91492 6.39466
C 3.45505 3.08917 6.17232
C 2.49102 3.75246 5.17147
O 1.88380 2.59272 4.49486
C 2.75590 1.61195 4.67283
O 2.65436 0.51458 4.07966
O 3.70617 1.85965 5.52986
H 5.23043 3.40389 7.15773
H 4.31314 4.80772 6.89131
H 5.23528 4.09062 5.50199
H 3.04787 2.89213 7.14925
H 2.94570 4.40867 4.46290
H 1.65808 4.26295 5.64461
C 5.85193 -1.47328 -0.09063
C 6.19796 -2.73935 0.74971
C 6.86448 -2.52244 2.08151
O 6.31440 -3.50264 2.88881
C 5.18180 -3.99847 2.33807
O 4.39656 -4.71179 2.86694
O 4.97513 -3.45697 1.05481
H 5.21425 -1.71588 -0.93930
H 6.85806 -1.02658 -0.37137
H 5.38489 -0.75420 0.57571
H 6.77646 -3.42511 0.14435
H 6.61223 -1.54576 2.49357
H 7.96334 -2.65759 2.01923
C 1.62379 -1.66898 1.44768
C 0.52920 -0.70195 1.98956
C 0.80910 0.77216 1.68546
O 0.18097 0.90506 0.40625
C -0.80294 -0.00151 0.25816
O -1.57412 0.06449 -0.62900
O -0.72286 -0.95851 1.19823
H 2.02269 -1.45133 0.43370
H 1.26666 -2.70335 1.55242
H 2.45113 -1.58569 2.13233
H 0.34619 -0.87371 3.05765
H 1.87210 0.99601 1.61361
H 0.31859 1.52493 2.33012
C -0.17241 -5.70201 -3.79609
C 0.35128 -6.85695 -2.91645
C 1.85967 -7.16792 -3.24251
C 2.72479 -6.02785 -2.82193
C 2.63887 -5.88344 -1.28210
C 1.15730 -5.61496 -0.75801
N 0.21336 -6.47696 -1.49041
O -0.94139 -6.54525 -0.99761
C 1.05401 -5.98741 0.71321
C 0.81981 -4.19357 -0.96889
C -0.50519 -8.11022 -3.09668
H -1.21843 -5.51575 -3.65105
H -0.00233 -5.97338 -4.83588
H 0.33975 -4.72916 -3.78498
H 2.24879 -8.06711 -2.70458
H 1.96599 -7.37397 -4.30702
H 2.38445 -5.10873 -3.34116
H 3.77311 -6.20210 -3.10215
H 3.21366 -5.01102 -0.94361
H 3.11425 -6.77693 -0.82387
H 0.76647 -7.03205 0.78750
H 1.95888 -5.85259 1.29034
H 0.25286 -5.41685 1.18739
H 0.85759 -3.96766 -2.04678
H -0.16143 -4.00094 -0.55338
H 1.55766 -3.59871 -0.42858
H -1.54667 -7.87905 -3.19311
H -0.27515 -8.75593 -2.25895
H -0.25959 -8.62167 -4.01946
C 6.21211 4.09314 0.36107
C 4.84174 4.80494 0.71989
C 5.00188 6.28473 0.39882
C 3.66907 6.95938 0.19628
C 2.95927 6.32669 -1.03641
C 2.51813 4.89410 -0.63427
N 3.72491 4.33949 -0.11581
O 3.60517 2.91607 -0.03646
C 1.47607 4.94831 0.53421
C 2.10332 4.04365 -1.84787
C 4.55641 4.68479 2.22907
H 7.05747 4.58688 0.82212
H 6.24474 4.14930 -0.72357
H 6.00169 3.09622 0.68564
H 5.53187 6.79094 1.21582
H 5.58924 6.48835 -0.52879
H 3.77340 8.03083 0.16122
H 2.97133 6.77867 1.03774
H 3.63797 6.39766 -1.90873
H 2.12248 7.03783 -1.27867
H 1.12559 5.95598 0.75557
H 0.63127 4.35705 0.20214
H 1.88342 4.46299 1.42344
H 3.03757 3.69673 -2.33919
H 1.56484 3.15032 -1.55394
H 1.48553 4.66464 -2.52376
H 3.52071 4.99967 2.40869
H 5.26877 5.26062 2.79777
H 4.58498 3.62670 2.53511
C -2.99488 3.85234 1.69244
C -2.46532 4.16323 3.07005
C -3.35576 5.16569 3.85834
C -3.04986 5.12355 5.41875
C -3.45694 3.79446 6.01666
C -2.70395 2.57092 5.52368
N -2.58684 2.82986 3.94978
O -2.02033 1.74459 3.39711
C -1.26796 2.54049 6.10374
C -3.49597 1.27405 5.68845
C -0.94703 4.49680 3.17812
H -3.01405 4.79062 1.12337
H -4.03012 3.53794 1.85467
H -2.37953 3.09987 1.25200
H -3.08728 6.19509 3.55995
H -4.43544 5.01502 3.67069
H -3.52755 5.97330 5.91549
H -1.97510 5.22944 5.53098
H -4.53046 3.64357 5.86605
H -3.39679 3.94695 7.10184
H -1.19334 2.38087 7.19449
H -0.73340 1.65711 5.79010
H -0.62967 3.40473 5.94838
H -3.69673 1.11850 6.73692
H -4.47066 1.32895 5.15764
H -2.91422 0.38084 5.37565
H -0.89729 5.50583 2.77268
H -0.36520 3.90010 2.44632
H -0.59007 4.45415 4.20400
C 1.94524 -0.85278 -2.23518
C 1.16309 -0.68666 -3.46633
C 0.77940 0.73916 -3.68135
C 0.34093 1.17749 -5.04148
C 1.43154 0.88689 -6.02640
C 1.88722 -0.59284 -5.99141
N 2.11066 -1.03040 -4.56947
O 2.85716 -2.08474 -4.44866
C 0.81327 -1.48789 -6.62884
C 3.24874 -0.87468 -6.63769
C -0.14056 -1.56005 -3.38493
H 1.43718 -0.36398 -1.39860
H 2.92879 -0.44955 -2.19237
H 2.01376 -1.91834 -1.98428
H 0.06897 1.00931 -2.87350
H 1.66812 1.34714 -3.56608
H -0.03882 2.20666 -5.15560
H -0.44071 0.48352 -5.37836
H 2.26057 1.58808 -5.89137
H 1.16455 1.02680 -7.08480
H 0.75043 -1.31646 -7.70418
H 1.14608 -2.52062 -6.47877
H -0.14288 -1.29728 -6.17111
H 3.28084 -1.87818 -6.97714
H 3.33657 -0.18732 -7.46927
H 4.02361 -0.61464 -5.95797
H -0.67040 -1.15771 -2.52152
H 0.11095 -2.62538 -3.33138
H -0.82178 -1.45720 -4.26112
C -4.45311 -5.39052 -0.88724
C -3.78092 -3.95869 -0.81661
C -2.61615 -3.76581 -1.81312
C -3.03249 -3.41443 -3.21945
C -3.80671 -2.10474 -3.21704
C -5.18274 -2.26501 -2.52725
N -4.84001 -2.91964 -1.18931
O -5.92445 -2.94972 -0.34074
C -5.73927 -0.85467 -2.27657
C -6.22070 -3.15475 -3.31131
C -3.37360 -3.66108 0.65162
H -4.87901 -5.56992 -1.87982
H -5.25377 -5.38263 -0.13953
H -3.70332 -6.16137 -0.63448
H -1.90119 -3.01157 -1.49670
H -2.02572 -4.69384 -1.75324
H -3.69754 -4.17857 -3.62657
H -2.18162 -3.41006 -3.90328
H -3.95832 -1.66629 -4.21938
H -3.17260 -1.37054 -2.71560
H -6.79170 -0.79824 -1.98085
H -5.25939 -0.37250 -1.43812
H -5.69941 -0.19426 -3.15372
H -7.28902 -3.11190 -3.01316
H -6.15378 -2.71963 -4.32660
H -6.00793 -4.20728 -3.39868
H -4.10763 -4.09692 1.34003
H -3.33830 -2.56750 0.76627
H -2.36676 -4.05604 0.83900

The LUMO energy (spin up / spin down) comes out at -0.01 / -0.37 eV. The HOMO energy (spin up / spin down) comes out at -7.5 / -9.1 eV. Its spin multiplicity is 6. For the molar mass, the calculation gives 1291.69 g mol⁻¹. For the HOMO-LUMO gap (spin up / spin down), the calculation gives 7.5348 / 8.7577 eV.

---

Entry from the OMol25 dataset: a structure of composition C19H11Br4N4O2STl (ωB97M-V/def2-TZVPD).

Cartesian coordinates (Å):
Tl 0.25206 -0.70394 -0.42986
Br 4.01014 0.34298 5.88073
C 3.61032 0.00509 4.05129
C 4.61858 -0.01847 3.10515
Br 6.42678 0.30156 3.60860
C 4.28556 -0.28506 1.75735
Br 5.62574 -0.31253 0.40008
C 2.97644 -0.54188 1.31245
O 2.65772 -0.76802 0.08646
C 1.91016 -0.50866 2.31377
O 0.69758 -0.72194 1.93405
C 2.27768 -0.23176 3.64355
Br 0.84081 -0.18627 4.89197
S -2.48886 0.03991 0.43132
C -2.45236 1.73923 0.14335
N -3.46304 2.54667 -0.09060
N -4.76162 2.10080 0.02924
C -5.39156 1.43559 1.06394
C -4.87089 1.40710 2.36629
C -5.59294 0.81444 3.38940
C -6.84453 0.25023 3.15874
C -7.36974 0.29014 1.87272
C -6.65568 0.87370 0.83763
N -1.27484 2.52793 0.08595
N -0.19041 1.99896 -0.00417
C 0.87368 2.96077 0.02219
C 0.66339 4.34178 0.13008
C 1.74366 5.20230 0.18761
C 3.04437 4.70497 0.15268
C 3.25334 3.33940 0.03397
C 2.17281 2.47075 -0.04373
H -5.29612 2.26119 -0.79785
H -3.90918 1.85824 2.56490
H -5.15985 0.77941 4.38275
H -7.39900 -0.21488 3.96608
H -8.33831 -0.15342 1.66956
H -7.06035 0.87999 -0.17091
H -0.35167 4.70870 0.17448
H 1.57552 6.27108 0.26456
H 3.88825 5.38173 0.22590
H 4.25943 2.93929 0.00873
H 2.34152 1.39830 -0.13578

The LUMO energy comes out at 4.28 eV. The HOMO energy comes out at -1.2 eV. The net charge is -2. The energy above the lowest of the compared OMol25 structures with the same formula, charge and spin comes out at 0.0 kJ/mol. For the molar mass, the calculation gives 883.39 g mol⁻¹. For the HOMO-LUMO gap, the calculation gives 5.5006 eV.

---

Entry from the OMol25 dataset: a structure of composition C2H6KO (ωB97M-V/def2-TZVPD).

Cartesian coordinates (Å):
K 1.67969 1.43600 1.07314
C -0.34824 0.28442 -1.04027
C -0.15618 -0.57588 0.16235
O 0.36654 0.13294 1.25325
H -1.00288 1.11610 -0.77978
H -0.74408 -0.35812 -1.82676
H 0.56894 0.72784 -1.42789
H 0.53026 -1.40905 0.01154
H -1.10317 -0.97735 0.52311
H 0.20911 -0.37690 2.05130

The LUMO energy comes out at -3.82 eV. The HOMO energy comes out at -15.6 eV. The net charge is +1. The energy above the lowest of the compared OMol25 structures with the same formula, charge and spin comes out at 234.2 kJ/mol. For the molar mass, the calculation gives 85.17 g mol⁻¹. For the HOMO-LUMO gap, the calculation gives 11.7654 eV.

---

Entry from the OMol25 dataset: an isolated molecule of C6H9N (ωB97M-V/def2-TZVPD).

Cartesian coordinates (Å):
C 2.33452 -0.60797 0.23561
C 1.09881 -0.13097 -0.51952
C -0.11020 -1.01523 -0.44042
C -1.14015 -0.14231 -0.05443
C -2.59296 -0.50078 0.12637
C -0.63480 1.15233 0.15008
N 0.66830 1.21415 -0.07833
H 2.13056 -0.66098 1.30974
H 2.59986 -1.60866 -0.11318
H 3.18853 0.06074 0.07259
H 1.32846 -0.05138 -1.59386
H -3.26264 0.29489 -0.22522
H -2.84396 -0.70333 1.17538
H -2.81184 -1.40705 -0.44465
H -1.17594 2.05037 0.44879
H 1.22345 2.05616 -0.04896

The LUMO energy comes out at 0.48 eV. The HOMO energy comes out at -7.7 eV. The energy above the lowest of the compared OMol25 structures with the same formula, charge and spin comes out at 276.0 kJ/mol. For the molar mass, the calculation gives 95.14 g mol⁻¹. For the HOMO-LUMO gap, the calculation gives 8.1321 eV.

---

Entry from the OMol25 dataset: a structure of composition C2H2BaO2 (ωB97M-V/def2-TZVPD).

Cartesian coordinates (Å):
C -1.66929 2.30885 -0.00370
C -1.82028 3.49720 0.10877
O 3.11925 0.37494 0.05496
Ba 0.95380 -0.37318 -0.06519
H -2.03171 4.55100 0.13857
O -1.37633 1.01987 0.02333
H -2.16732 0.46514 0.14253

The LUMO energy (spin up / spin down) comes out at -4.74 / -4.81 eV. The HOMO energy (spin up / spin down) comes out at -14.0 / -13.4 eV. The net charge is +1. The energy above the lowest of the compared OMol25 structures with the same formula, charge and spin comes out at 447.3 kJ/mol. Its spin multiplicity is 2. For the molar mass, the calculation gives 195.36 g mol⁻¹. For the HOMO-LUMO gap (spin up / spin down), the calculation gives 9.2781 / 8.6043 eV.